No. 1
Density functional theory data (ωB97M-V with the def2-TZVPD basis set) for an isolated molecule of C5H8O.

Output
Relative energy (zero: lowest compared OMol25 entry of this formula, charge and spin)   5.7858 eV
Orbital gap   0.32750 hartree

Structure (XYZ):
```
14
Properties=species:S:1:pos:R:3:nbo_charge:R:1
C -1.0692 -0.7264 -0.6605 -0.54
C -1.5935 -0.8615 0.6597 -0.05
C 0.7252 0.0912 1.2090 -0.04
O 1.9257 0.2238 0.4648 -0.54
C 1.2325 0.4533 -0.7572 -0.03
C -0.1463 0.3738 -0.1241 -0.27
H -0.5391 -1.6113 -0.9832 0.20
H -1.7195 -0.3770 -1.4582 0.21
H -2.3527 -0.0611 0.6826 0.09
H 0.7017 -0.8513 1.7645 0.21
H 0.5980 0.9152 1.9161 0.17
H 1.4319 -0.3395 -1.4866 0.18
H 1.4625 1.4335 -1.1883 0.18
H -0.6573 1.3374 -0.0385 0.23
```



No. 2
Density functional theory data (ωB97M-V with the def2-TZVPD basis set) for a structure of composition C54H41IrN4P2SbSe4.

Output
⟨S²⟩   0.758
Spin multiplicity   2
Relative energy (zero: lowest compared OMol25 entry of this formula, charge and spin)   0.5465 eV
Orbital gap (alpha / beta)   0.16978 / 0.16924 hartree
Net charge   -2

Structure (XYZ):
```
107
Properties=species:S:1:pos:R:3:mulliken_spin:R:1
Ir 0.2533 -0.2372 0.0998 -0.02
C -1.4691 3.5208 -1.2789 0.00
C -1.2802 2.3137 -0.5872 0.00
N -0.2389 1.5388 -0.7964 0.00
C 0.7016 1.8948 -1.7334 0.04
C 0.5498 3.0583 -2.4943 -0.02
C -0.5706 3.8832 -2.2374 -0.01
C 1.4735 3.3380 -3.5299 0.01
C 2.4863 2.4586 -3.7688 0.00
C 2.6745 1.3084 -2.9674 0.00
C 1.8199 1.0243 -1.9276 -0.02
N 1.8703 -0.0418 -1.0201 0.00
C 2.7799 -1.0420 -0.8854 0.00
C 4.0231 -1.1946 -1.4934 0.00
C 4.8065 -2.3414 -1.2683 0.00
C 4.4146 -3.3550 -0.4400 0.00
C 3.1845 -3.2261 0.2506 0.00
C 2.6792 -4.2090 1.1399 0.00
C 1.4804 -4.0365 1.7623 0.00
C 0.7522 -2.8500 1.5332 0.00
N 1.2155 -1.9202 0.7289 0.00
C 2.4012 -2.0836 0.0525 0.00
H -2.3553 4.1063 -1.0835 0.00
H -1.9983 1.9421 0.1315 0.00
H -0.7184 4.7616 -2.8525 0.00
H 1.2953 4.1912 -4.1715 0.00
H 3.1397 2.6101 -4.6162 0.00
H 3.4574 0.6279 -3.2505 0.00
H 4.4124 -0.4358 -2.1472 0.00
H 5.7507 -2.4176 -1.7941 0.00
H 5.0139 -4.2458 -0.3056 0.00
H 3.2647 -5.1072 1.3043 0.00
H 1.0604 -4.7772 2.4282 0.00
H -0.2044 -2.6701 1.9998 0.00
C -1.8978 -2.7785 3.9908 0.00
C -1.7653 -1.4234 3.9045 0.00
C -2.0089 -0.6537 2.6536 0.00
C -2.5297 -1.5466 1.5800 0.00
C -2.6432 -2.9112 1.7435 0.00
C -2.3350 -3.5889 2.9223 0.00
P -2.8501 -0.7024 0.0341 0.00
C -4.5624 -1.0917 -0.4890 0.00
C -5.5068 -1.6367 0.3746 0.00
C -6.8178 -1.8346 -0.0439 0.00
C -7.1967 -1.4870 -1.3314 0.00
C -6.2606 -0.9270 -2.1950 0.00
C -4.9576 -0.7208 -1.7774 0.03
C -1.9016 -1.6948 -1.1786 0.01
C -2.4635 -2.7178 -1.9395 -0.01
C -1.7208 -3.3998 -2.8875 0.00
C -0.4042 -3.0329 -3.1055 0.00
C 0.1820 -2.0364 -2.3350 -0.01
C -0.5484 -1.3926 -1.3402 0.01
H -1.6604 -3.2437 4.9455 0.00
H -1.4396 -0.8876 4.7893 0.00
H -2.6814 0.1884 2.8113 0.00
H -2.9902 -3.4847 0.8863 0.00
H -2.4537 -4.6573 3.0186 0.00
H -5.2045 -1.9183 1.3765 0.00
H -7.5397 -2.2696 0.6370 0.00
H -8.2162 -1.6447 -1.6616 0.00
H -6.5449 -0.6427 -3.2001 0.00
H -4.2394 -0.2663 -2.4550 -0.02
H -3.5120 -2.9597 -1.8068 0.00
H -2.1781 -4.1873 -3.4732 0.00
H 0.1737 -3.5008 -3.8926 0.00
H 1.1943 -1.7472 -2.5658 0.00
N -0.6710 0.0784 2.1202 0.00
P 0.1452 1.1221 2.9842 0.00
C 1.7672 0.4618 3.4894 0.00
C 2.9561 1.1833 3.5516 0.00
C 4.1421 0.5458 3.8894 0.00
C 4.1421 -0.8083 4.1918 0.00
C 2.9522 -1.5233 4.1804 0.00
C 1.7699 -0.8934 3.8264 0.00
C 0.5651 2.7294 2.2430 0.00
C 1.5238 2.7755 1.2292 0.00
C 1.8710 3.9760 0.6333 0.00
C 1.2733 5.1542 1.0591 0.00
C 0.3265 5.1244 2.0702 0.00
C -0.0267 3.9190 2.6605 0.00
C -0.6943 1.5519 4.5424 0.00
C -2.0028 2.0366 4.4837 0.00
C -2.7003 2.3178 5.6464 0.00
C -2.0943 2.1200 6.8810 0.00
C -0.7918 1.6489 6.9483 0.00
C -0.0924 1.3650 5.7826 0.00
H 2.9638 2.2435 3.3364 0.00
H 5.0670 1.1080 3.9034 0.00
H 5.0722 -1.3080 4.4317 0.00
H 2.9440 -2.5779 4.4250 0.00
H 0.8388 -1.4488 3.7849 0.00
H 1.9910 1.8624 0.8706 0.00
H 2.5880 3.9810 -0.1773 0.00
H 1.5403 6.0937 0.5918 0.00
H -0.1517 6.0382 2.3988 0.00
H -0.7720 3.9193 3.4435 0.00
H -2.4844 2.1728 3.5233 0.00
H -3.7191 2.6781 5.5866 0.00
H -2.6425 2.3305 7.7907 0.00
H -0.3179 1.4906 7.9088 0.00
H 0.9179 0.9825 5.8444 0.00
Se -3.1210 1.1623 -7.2753 0.89
Sb -1.1911 2.0708 -5.8842 -0.05
Se -1.7554 0.7410 -3.9140 0.16
Se 0.8720 1.4649 -7.0292 0.00
Se -1.5298 4.4887 -5.6543 0.00
```



No. 3
Density functional theory data (ωB97M-V with the def2-TZVPD basis set) for an isolated molecule of C6H14ClFNO4P.

Output
Relative energy (zero: lowest compared OMol25 entry of this formula, charge and spin)   0.9272 eV
Orbital gap   0.35561 hartree
SMILES string   NCCCO[P@](=O)(OF)OCCCCl

Structure (XYZ):
```
28
Properties=species:S:1:pos:R:3:nbo_charge:R:1
N 0.4734 -3.3081 -0.1105 -0.83
C 0.8999 -1.8807 -0.0099 -0.23
C 1.5031 -1.4471 -1.3802 -0.44
C 1.1466 0.0159 -1.7983 -0.09
O -0.1453 0.1280 -2.4348 -0.75
P -1.3668 0.4736 -1.3863 2.45
O -2.1140 -0.7601 -0.9327 -1.08
O -2.4695 1.3914 -2.3238 -0.39
F -3.7784 0.8953 -2.1028 -0.10
O -0.8991 1.4697 -0.1534 -0.80
C -1.4227 1.0588 1.1238 -0.07
C -0.5121 1.7565 2.2162 -0.43
C 0.9988 1.7644 1.7962 -0.37
Cl 1.4136 3.2851 0.9070 -0.07
H -0.4615 -3.2720 -0.5183 0.36
H 0.3353 -3.6649 0.8327 0.35
H 1.6332 -1.8426 0.8266 0.19
H 0.0079 -1.2821 0.2730 0.17
H 1.3142 -2.1779 -2.1929 0.24
H 2.6124 -1.4445 -1.2526 0.22
H 1.8937 0.2980 -2.5732 0.20
H 1.3123 0.7106 -0.9528 0.20
H -2.4438 1.4610 1.2913 0.20
H -1.3535 -0.0236 1.3175 0.21
H -0.5614 1.0781 3.1006 0.22
H -0.8844 2.7506 2.5143 0.23
H 1.6366 1.7230 2.7029 0.22
H 1.2313 0.8437 1.2204 0.21
```



No. 4
Density functional theory data (ωB97M-V with the def2-TZVPD basis set) for a cluster of 3 separate species, C3H13NO3 in total.

Output
Relative energy (zero: lowest compared OMol25 entry of this formula, charge and spin)   1.1482 eV
Orbital gap   0.36640 hartree
SMILES string   NCCCO.O.O

Structure (XYZ):
```
20
Properties=species:S:1:pos:R:3:nbo_charge:R:1
N 0.6006 -1.6352 -2.9093 -0.83
C -0.6026 -1.6054 -2.0673 -0.21
C -0.3632 -0.9913 -0.6894 -0.45
C -1.6029 -0.6733 0.1499 -0.06
O -1.5513 -1.5821 1.2914 -0.75
H 1.0616 -0.7336 -2.8786 0.35
H 1.2765 -2.3147 -2.5880 0.35
H -0.9157 -2.6231 -1.9355 0.19
H -1.3685 -1.0937 -2.6501 0.18
H 0.1570 -1.7049 -0.0506 0.23
H 0.2644 -0.1168 -0.8155 0.19
H -1.6068 0.3545 0.5105 0.17
H -2.5287 -0.9867 -0.3326 0.17
H -2.4253 -1.7782 1.6354 0.47
O 2.6229 -0.0286 4.8708 -0.93
H 2.1179 -0.4032 5.6025 0.47
H 2.6889 -0.7719 4.2614 0.47
O 0.6552 6.3154 -0.8279 -0.94
H 1.2440 5.6151 -0.5163 0.47
H 0.2763 6.7577 -0.0608 0.47
```



No. 5
Density functional theory data (ωB97M-V with the def2-TZVPD basis set) for a structure of composition C21H56AsF6O21S7.

Output
⟨S²⟩   0.755
Spin multiplicity   2
Orbital gap (alpha / beta)   0.28493 / 0.03609 hartree

Structure (XYZ):
```
112
Properties=species:S:1:pos:R:3:mulliken_spin:R:1
As 0.3359 -0.4335 -0.0605 0.00
F -0.1364 1.2506 0.1938 0.00
F 2.0825 0.0362 0.0987 0.00
F 0.6830 -2.1453 -0.3789 0.00
F -1.4082 -0.9447 -0.3082 0.00
F 0.3512 -0.1433 -1.8317 0.00
F 0.4456 -1.0139 1.6544 0.00
O 1.9489 4.0653 1.1186 0.00
S 2.7813 3.4151 2.1308 0.00
O 4.1181 2.9780 1.7597 0.00
O 2.9989 4.4509 3.3721 0.00
C 4.0054 4.1381 4.4080 0.00
C 5.2672 5.0673 4.3741 0.00
C 1.8231 2.0796 3.0010 0.00
H 4.3462 3.1033 4.4413 0.00
H 3.5223 4.1991 5.3832 0.00
H 5.8342 4.7488 3.4994 0.00
H 5.9421 4.9818 5.2258 0.00
H 5.0001 6.1145 4.2325 0.00
H 0.9155 2.0049 2.4021 0.00
H 1.5814 2.5808 3.9383 0.00
H 2.4759 1.2067 2.9952 0.00
O -1.3100 2.7039 2.9616 0.00
S -2.6441 2.1898 2.8020 0.00
O -3.6935 2.7592 3.5975 0.00
O -3.0151 2.3712 1.1788 0.00
C -4.1922 1.8501 0.6676 0.00
C -5.0742 3.0564 0.3409 0.00
C -2.6194 0.3396 3.0193 0.00
H -4.7125 1.1416 1.3121 0.00
H -3.8703 1.3869 -0.2650 0.00
H -4.6778 3.6339 -0.4942 0.00
H -5.2312 3.7366 1.1780 0.00
H -6.0276 2.7325 -0.0766 0.00
H -3.5451 -0.1119 2.6625 0.00
H -2.4791 0.0716 4.0665 0.00
H -1.6675 0.0491 2.5748 0.00
O 5.3781 -7.0047 2.3616 0.01
S 6.1044 -6.6230 1.1785 -0.01
O 6.6681 -7.6069 0.2980 0.00
O 5.1362 -5.6086 0.1945 0.64
C 4.1419 -4.8160 0.8061 0.06
C 3.4830 -4.0688 -0.3371 0.04
C 7.2265 -5.1753 1.5147 0.05
H 4.6487 -4.1745 1.5270 0.10
H 3.5313 -5.5017 1.3935 0.08
H 2.9553 -3.1731 -0.0095 -0.01
H 2.9529 -4.7091 -1.0422 0.00
H 4.2810 -3.5780 -0.8943 0.01
H 8.1653 -5.6536 1.7938 0.01
H 6.7729 -4.3718 2.0950 0.00
H 7.4633 -4.7969 0.5203 0.00
O -0.5346 4.0254 -4.2434 0.00
S 0.7292 4.1580 -3.5524 0.00
O 2.0038 4.1210 -4.2485 0.00
O 0.7729 5.6386 -2.6745 0.00
C -0.3240 5.8758 -1.8497 0.00
C -0.7546 7.2747 -1.8724 0.00
C 0.7581 2.8972 -2.2428 0.00
H -0.0056 5.4917 -0.8806 0.00
H -1.1500 5.2007 -2.0736 0.00
H -1.0315 7.5586 -2.8877 0.00
H -0.0167 7.9836 -1.4969 0.00
H -1.5446 7.4577 -1.1440 0.00
H 1.0505 1.9262 -2.6424 0.00
H -0.1875 2.6966 -1.7392 0.00
H 1.2407 3.2179 -1.3196 0.00
O -3.7734 -1.9457 6.3019 0.00
S -4.1522 -3.0362 5.3518 0.00
O -5.5456 -3.4726 5.1792 0.00
O -3.3415 -2.7675 3.8978 0.00
C -3.6028 -3.5782 2.7283 0.00
C -2.4276 -3.5995 1.7783 0.00
C -3.1957 -4.5701 5.6728 0.00
H -4.5099 -3.2080 2.2506 0.00
H -3.7740 -4.6305 2.9551 0.00
H -2.6449 -3.8466 0.7392 0.00
H -1.7283 -4.3647 2.1153 0.00
H -1.8735 -2.6610 1.7613 0.00
H -3.6088 -5.0623 6.5532 0.00
H -2.1592 -4.2775 5.8405 0.00
H -3.3849 -5.2236 4.8212 0.00
O 3.2190 0.1110 -3.1281 0.00
S 3.1142 -0.1355 -4.5235 0.00
O 3.0698 1.0333 -5.3779 0.00
O 4.3276 -1.0957 -5.0631 0.00
C 5.2794 -1.6653 -4.2302 0.00
C 4.8595 -3.1038 -3.8717 0.00
C 1.7635 -1.3302 -4.6930 0.00
H 5.3475 -1.0839 -3.3107 0.00
H 6.2774 -1.8617 -4.6219 0.00
H 3.8839 -3.1088 -3.3857 0.00
H 5.5856 -3.5846 -3.2163 0.00
H 4.7802 -3.6596 -4.8060 0.00
H 1.6884 -2.0296 -3.8603 0.00
H 1.7960 -1.6958 -5.7193 0.00
H 0.8774 -0.7032 -4.5940 0.00
O -5.4661 -0.9861 -4.6351 0.00
S -4.7540 0.0252 -3.8834 0.00
O -4.1878 1.1975 -4.5382 0.00
O -5.6130 0.4263 -2.5216 0.00
C -6.7989 1.1660 -2.7483 0.00
C -8.0403 0.1588 -2.9515 0.00
C -3.3235 -0.7532 -2.9866 0.00
H -6.7507 1.7695 -3.6547 0.00
H -6.9819 1.9430 -2.0060 0.00
H -7.8367 -0.7368 -3.5384 0.00
H -8.9516 0.6838 -3.2378 0.00
H -8.3009 -0.2667 -1.9823 0.00
H -2.6719 -0.0322 -2.4930 0.00
H -2.7870 -1.2723 -3.7808 0.00
H -3.7522 -1.4779 -2.2944 0.00
```